Record 1
C21H34As2N5O3SV | ωB97M-V/def2-TZVPD

The geometry in XYZ format:
```
67
Properties=species:S:1:pos:R:3:forces:R:3:mulliken_charge:R:1
V 0.712792 -0.074538 -0.437944 2.4 -1.0 1.5 0.023
C -0.430921 -3.764144 2.023816 -0.8 0.0 0.1 -1.018
N 0.994892 -3.628138 1.775802 0.4 1.2 -0.7 0.111
C 1.860229 -4.736458 2.149303 0.7 -0.6 0.2 -0.980
C 1.456984 -2.541999 1.166169 0.6 -1.6 0.7 0.238
N 0.676297 -1.569857 0.708887 -1.2 0.0 -0.2 0.349
N 2.813464 -2.403280 0.982465 -0.1 -0.1 0.1 -0.012
C 3.378047 -1.401326 0.243399 0.9 -0.5 0.3 0.514
N 4.701351 -1.417029 0.139551 -0.4 0.0 0.0 -0.298
N 2.625830 -0.476202 -0.327346 0.8 0.6 -1.1 0.378
H -0.613871 -4.640664 2.640936 0.1 0.1 0.0 0.343
H -0.988645 -3.901868 1.093076 0.1 0.0 0.0 0.417
H -0.813788 -2.900137 2.570311 0.0 0.0 0.0 0.410
H 1.262086 -5.540616 2.575090 0.0 0.2 -0.1 0.291
H 2.585557 -4.446245 2.912513 0.0 0.1 0.0 0.408
H 2.377987 -5.150485 1.280549 0.0 0.1 0.0 0.436
H -0.302571 -1.790942 0.884184 0.1 0.0 0.3 -0.433
H 3.430930 -3.080588 1.420795 -0.2 0.0 -0.1 0.287
H 5.278228 -2.135091 0.559076 0.0 0.0 0.0 0.211
H 5.204327 -0.735277 -0.413372 -0.1 0.0 0.0 0.224
H 3.222139 0.125183 -0.902641 -0.2 -0.1 0.2 -0.222
C 3.318797 2.282369 -2.031972 -0.2 -0.2 0.0 -1.329
As 1.386325 1.872712 -2.047270 1.5 1.8 -0.3 0.787
C 1.064874 1.954810 -3.979022 -0.3 -0.4 -0.2 -1.187
C 0.631430 3.463751 -1.227174 0.0 -0.4 -0.1 0.585
C 0.336529 4.603745 -1.967917 0.1 -0.2 -0.1 -0.653
C -0.107430 5.742705 -1.307479 0.0 -0.1 -0.1 -0.763
C -0.240863 5.752161 0.072022 0.0 0.0 0.1 -0.852
C 0.057224 4.618215 0.818848 0.1 -0.4 0.2 -0.992
C 0.481907 3.468112 0.158876 -0.1 -0.3 -0.1 0.285
As 0.830290 1.803445 1.115936 0.5 2.3 1.5 1.279
C 2.449217 2.209965 2.171563 0.2 -0.4 -0.1 -1.204
C -0.486544 1.556905 2.582192 -0.3 -0.2 0.2 -0.633
H 3.434738 3.284137 -2.467360 -0.1 -0.2 0.1 0.447
H 3.864285 1.578788 -2.673296 -0.1 0.1 0.2 0.473
H 3.727194 2.299642 -1.016694 0.0 0.0 -0.1 0.386
H 1.640926 2.811596 -4.366598 -0.2 -0.2 0.4 0.472
H 0.000207 2.082002 -4.209303 0.3 0.0 0.2 0.428
H 1.437414 1.049429 -4.477514 -0.1 0.2 0.3 0.446
H 0.455824 4.608575 -3.047589 -0.1 0.1 0.1 0.470
H -0.357878 6.623253 -1.879169 0.0 0.1 0.0 0.462
H -0.592558 6.642599 0.573567 0.0 0.0 0.0 0.461
H -0.050658 4.622712 1.901412 -0.1 0.1 -0.2 0.473
H 2.200979 3.059063 2.832902 -0.1 -0.3 -0.4 0.473
H 3.295477 2.500678 1.537144 -0.3 -0.1 0.1 0.360
H 2.726979 1.347959 2.791218 -0.1 0.2 -0.1 0.480
H -1.289638 2.311682 2.517682 0.5 -0.2 -0.1 0.415
H 0.038547 1.641359 3.552455 0.0 0.1 -0.6 0.590
H -1.635661 0.093464 3.143308 0.0 -0.1 -0.2 0.305
C -5.966659 -3.539914 -1.346070 -0.8 -0.2 -0.2 -1.449
C -4.866487 -2.615661 -1.043822 0.5 0.3 0.3 0.877
C -3.578027 -2.815308 -1.571769 0.0 0.2 0.2 -1.021
C -2.545998 -1.960686 -1.246154 0.3 -0.2 -0.5 -0.634
C -2.820847 -0.842386 -0.467304 1.2 0.2 0.3 0.238
C -4.066460 -0.633729 0.111647 -0.3 0.4 0.2 -0.501
C -5.084600 -1.511587 -0.195796 0.2 -0.1 -0.1 -0.889
S -1.473061 0.295792 -0.161543 -2.9 0.2 1.4 1.649
O -1.006495 0.237175 2.415589 -0.3 0.1 0.6 -0.287
O -1.867907 1.650440 0.067255 -0.6 0.1 0.3 -0.526
O -0.610927 0.201700 -1.447405 -1.4 -0.4 -4.4 -0.592
H -5.668694 -4.375591 -1.973283 0.0 0.0 0.0 0.385
H -6.770937 -2.992599 -1.854222 0.1 -0.1 -0.1 0.386
H -6.447596 -3.909996 -0.434774 0.2 0.0 0.0 0.391
H -3.397309 -3.635042 -2.251682 0.0 -0.1 0.0 0.423
H -1.558326 -2.109839 -1.669201 -0.1 -0.1 -0.1 0.369
H -4.247512 0.225215 0.737045 -0.1 0.1 0.1 0.549
H -6.071435 -1.344114 0.216099 0.0 0.0 0.0 0.493
```
Forces are in eV/Å.

As for the LUMO energy (spin up / spin down): -14.21 / -14.21 eV. As for the relative energy (zero: lowest compared OMol25 entry of this formula, charge and spin): 2.189 eV. The calculation puts the HOMO energy (spin up / spin down) at -19.62 / -19.62 eV. The frontier orbital gap (spin up / spin down) is 5.41 / 5.41 eV. The total charge is +4.

Record 2
C21H34BN7ORe | ωB97M-V/def2-TZVPD

The geometry in XYZ format:
```
65
Properties=species:S:1:pos:R:3:forces:R:3:mulliken_charge:R:1
Re 0.077837 0.164882 -0.506774 -0.3 1.5 0.0 0.096
C -3.256440 0.372937 3.175104 0.2 0.1 0.1 -1.466
C -1.918061 0.984564 2.733841 -0.1 0.2 -0.1 0.797
C -2.119079 1.825655 1.480048 0.0 -0.1 0.3 -1.250
C -0.929962 -0.124675 2.575295 -0.1 -0.3 0.3 -0.378
C -0.606643 -1.079340 3.543747 0.2 0.1 -0.3 -1.328
C 0.251531 -1.969843 2.928992 -0.3 0.4 0.0 -0.501
N 0.449487 -1.569414 1.668519 0.5 -0.5 0.3 0.232
N -0.260941 -0.429074 1.447862 -0.4 0.4 -0.3 1.179
B 1.304123 -2.254170 0.563496 0.0 0.6 0.0 0.087
N 2.347791 -1.158056 0.146618 0.4 -0.5 -0.3 0.397
C 3.676873 -1.260793 0.244639 0.1 0.5 0.1 -0.435
C 4.197854 -0.007049 0.498671 -0.4 -0.2 -0.3 -1.241
C 3.105145 0.869286 0.571466 0.7 -0.2 -0.1 -0.414
N 2.001826 0.159516 0.273791 -0.6 -0.4 -0.6 0.641
C 3.202582 2.223532 1.205802 -0.1 0.3 0.2 0.705
C 1.911296 3.031557 1.263944 0.3 0.0 -0.2 -1.001
C 3.687403 1.974932 2.649843 0.1 0.1 -0.1 -1.590
N 0.318708 -2.602795 -0.566536 0.4 -1.1 -0.3 0.348
C 0.088750 -3.756159 -1.207122 -0.3 0.4 0.1 -0.504
C -1.135930 -3.668717 -1.847556 -0.1 0.6 0.1 -1.105
C -1.627930 -2.393697 -1.547358 -0.3 -0.8 -0.5 -0.212
N -0.722458 -1.775466 -0.788160 0.8 1.7 -0.3 0.152
C -2.981495 -1.806728 -1.801531 0.0 0.2 -0.1 0.980
C -3.678670 -2.446492 -3.002341 0.1 0.1 0.2 -1.662
C -2.913391 -0.285975 -1.951530 0.3 -0.3 0.0 0.109
H -3.988300 1.157790 3.338506 -0.1 0.1 0.0 0.431
H -3.146252 -0.185681 4.099087 -0.1 -0.1 0.1 0.401
H -3.631612 -0.298569 2.405559 -0.1 -0.1 -0.1 0.338
H -1.547506 1.628360 3.538766 0.0 0.0 0.0 0.428
H -2.534641 1.211585 0.682531 0.0 0.0 -0.1 0.143
H -1.191605 2.293157 1.151966 0.0 0.1 -0.1 0.096
H -2.832970 2.619640 1.681139 0.0 0.1 0.0 0.537
H -0.942275 -1.110148 4.559875 -0.1 0.0 0.2 0.588
H 0.715344 -2.858002 3.313183 0.1 -0.2 0.0 0.502
H 1.861988 -3.203454 0.973511 0.1 -0.3 0.0 -0.062
H 4.169422 -2.210102 0.153794 0.0 -0.2 0.1 0.564
H 5.228222 0.243433 0.636780 0.2 0.1 0.1 0.685
H 3.979816 2.799317 0.692451 -0.1 -0.1 0.0 0.477
H 1.054088 2.370520 1.394906 -0.2 0.0 0.1 -0.039
H 1.784533 3.643854 0.376862 -0.1 0.0 -0.1 0.158
H 1.941862 3.703160 2.116831 0.0 0.1 0.1 0.644
H 2.918762 1.460263 3.223441 -0.1 -0.1 0.1 0.339
H 3.890692 2.928445 3.127820 0.0 0.1 0.1 0.461
H 4.600838 1.390073 2.674590 0.1 -0.1 0.1 0.446
H 0.781332 -4.570807 -1.168594 0.2 -0.2 0.2 0.553
H -1.616634 -4.416492 -2.440005 -0.1 -0.2 -0.1 0.536
H -3.571191 -2.038964 -0.900689 0.1 0.1 -0.1 0.191
H -3.069231 -2.361765 -3.898065 0.1 0.0 -0.1 0.398
H -4.623248 -1.943061 -3.183056 -0.1 0.0 0.0 0.406
H -3.883661 -3.496272 -2.815561 -0.1 -0.1 0.0 0.430
H -2.487127 -0.014862 -2.915720 0.1 0.1 -0.1 0.231
H -2.289761 0.155943 -1.146982 -0.1 0.2 0.1 -0.961
H -3.904782 0.155064 -1.872606 0.1 0.1 0.1 0.500
N 0.956905 0.748253 -4.681007 0.0 -0.3 -0.1 -0.372
C 0.829081 0.872395 -3.375207 0.2 0.8 -0.2 0.541
O 0.532138 -0.109933 -2.657850 -0.5 -0.5 1.2 -0.713
C 1.024042 2.186347 -2.682681 -0.1 -0.1 0.1 -0.844
C 0.114857 2.194577 -1.448167 -0.3 -1.4 -0.3 -1.075
H 0.840280 -0.158334 -5.116782 0.0 0.1 0.1 0.253
H 1.201722 1.519116 -5.283744 0.0 0.0 0.2 0.229
H 0.819993 3.042177 -3.330805 0.0 -0.1 0.0 0.548
H 2.074288 2.252155 -2.379381 0.0 -0.1 -0.1 0.306
H -0.919060 2.345351 -1.780441 -0.1 -0.1 0.2 0.612
H 0.389444 3.037054 -0.817028 -0.2 -0.4 0.4 0.457
```
Forces are in eV/Å.

As for the LUMO energy (spin up / spin down): -8.23 / -7.83 eV. As for the relative energy (zero: lowest compared OMol25 entry of this formula, charge and spin): 1.472 eV. The calculation puts the HOMO energy (spin up / spin down) at -14.91 / -14.74 eV. The frontier orbital gap (spin up / spin down) is 6.68 / 6.91 eV. The total charge is +2. Its spin multiplicity is 2. Its expectation value of S² is 0.762.

Record 3
C21H34BeBrN2O2PS | ωB97M-V/def2-TZVPD

The geometry in XYZ format:
```
63
Properties=species:S:1:pos:R:3:forces:R:3:mulliken_charge:R:1
Be 0.940151 -0.408987 0.314524 -0.2 0.1 -0.2 -2.164
C 2.989473 0.227224 -2.480010 -0.1 0.0 0.0 -1.258
P 2.893469 -0.339093 -0.753017 0.1 0.0 0.0 1.405
C 3.964765 -1.816100 -0.719055 0.0 0.0 0.0 -1.410
C 3.870159 0.888729 0.165672 0.0 0.0 0.0 -1.325
H 4.016032 0.443026 -2.778969 0.0 0.0 0.0 0.454
H 2.387236 1.132405 -2.582195 0.0 0.0 0.0 0.257
H 2.575802 -0.539623 -3.136049 0.0 0.0 0.0 0.337
H 4.983373 -1.586432 -1.033813 0.0 0.0 0.0 0.467
H 3.555262 -2.586860 -1.374055 0.0 0.0 0.0 0.345
H 3.984284 -2.205426 0.300343 0.0 0.0 0.0 0.356
H 4.889963 0.977555 -0.210855 0.0 0.0 0.0 0.475
H 3.886363 0.590036 1.215511 0.0 0.0 0.0 0.345
H 3.361435 1.851326 0.099741 0.0 0.0 0.0 0.191
Br -1.165209 -3.377024 4.638286 0.0 0.0 0.0 -0.123
C -0.347644 -4.010780 3.049284 -0.1 -0.1 0.0 0.156
C -0.710541 -5.293300 2.656388 0.0 0.0 0.0 -0.577
C -0.206755 -5.834756 1.484715 0.0 0.0 0.0 -0.444
C 0.650404 -5.084824 0.693953 0.0 0.0 0.0 -0.898
C 0.991228 -3.802743 1.088498 0.1 -0.1 0.0 0.320
C 0.514494 -3.240803 2.271451 0.1 0.0 0.0 0.281
C 0.971201 -1.843010 2.637787 -0.1 0.1 -0.2 0.243
O 1.001951 -1.482399 3.791056 0.1 0.1 0.1 -0.631
O 1.337321 -1.113694 1.622179 0.1 -0.2 0.3 0.018
H -1.392533 -5.859672 3.275101 0.0 0.0 0.0 0.431
H -0.492480 -6.837451 1.191648 0.0 0.0 0.0 0.382
H 1.045383 -5.491757 -0.228560 0.0 0.0 0.0 0.405
H 1.649301 -3.204470 0.474573 0.0 0.0 0.0 0.354
C -0.828286 4.385443 1.190482 -0.1 0.0 0.0 -1.532
C -0.135870 3.866971 -0.076414 0.0 0.0 0.0 2.134
C 1.169514 4.643592 -0.298539 0.0 0.0 0.0 -1.727
C -1.053662 4.074506 -1.290526 0.0 0.0 0.0 -1.442
C 0.169855 2.433019 0.079321 -0.1 -0.1 -0.1 0.302
C 0.421976 1.249013 0.207518 0.0 0.1 0.1 0.652
H -1.035951 5.454658 1.095122 0.0 0.0 0.0 0.397
H -0.194629 4.228173 2.062634 0.0 0.0 0.0 0.366
H -1.775729 3.865666 1.360379 0.1 0.0 0.0 0.273
H 0.961578 5.711207 -0.408060 0.0 0.0 0.0 0.431
H 1.677245 4.293932 -1.200006 0.0 0.0 0.0 0.308
H 1.842178 4.504840 0.548959 0.0 0.0 0.0 0.343
H -1.285533 5.135556 -1.415830 0.0 0.0 0.0 0.431
H -1.992172 3.531213 -1.165248 0.0 0.0 0.0 0.186
H -0.571217 3.713043 -2.200470 0.0 0.0 0.0 0.329
C -2.067900 -1.356360 1.486124 0.0 0.1 -0.1 -1.593
N -2.380300 -0.447830 0.388279 -0.1 0.1 -0.1 0.251
C -3.057207 0.774764 0.827460 0.1 -0.2 -0.1 -1.145
C -1.804179 -0.561197 -0.820151 0.1 0.0 0.3 0.380
S -0.432014 -1.563208 -1.067156 -0.1 0.1 0.0 -0.331
N -2.332276 0.144450 -1.841573 0.0 -0.1 -0.1 0.376
C -3.769677 0.314112 -2.016357 0.0 0.1 0.1 -1.226
C -1.550113 0.407217 -3.040065 0.0 0.0 0.0 -0.992
H -2.972346 -1.511885 2.075197 0.0 0.0 0.0 0.390
H -1.304646 -0.919068 2.132479 0.0 0.0 0.0 0.525
H -1.713264 -2.307590 1.104255 0.0 0.0 0.0 0.532
H -2.600621 1.092418 1.765525 0.0 0.0 0.0 0.414
H -4.123543 0.609795 0.990844 0.0 0.0 0.0 0.290
H -2.906725 1.566676 0.104387 0.0 0.1 -0.1 0.253
H -4.316053 -0.157938 -1.207500 0.0 0.0 0.1 0.372
H -4.068899 -0.163494 -2.951896 0.0 0.0 0.0 0.421
H -4.045347 1.370401 -2.066318 0.0 0.0 0.0 0.340
H -0.516597 0.597349 -2.765167 0.0 0.0 0.0 0.218
H -1.959924 1.297549 -3.518077 0.0 0.0 0.0 0.390
H -1.591571 -0.428065 -3.743739 0.0 0.0 0.0 0.291
```
Forces are in eV/Å.

As for the LUMO energy: 0.46 eV. As for the relative energy (zero: lowest compared OMol25 entry of this formula, charge and spin): 0.043 eV. The calculation puts the HOMO energy at -8.48 eV. The frontier orbital gap is 8.94 eV. The total charge is 0.